Record 1
The following is a DFT calculation (ωB97M-V/def2-TZVPD) of 2 unconnected molecules or ions with the total composition C20H39IN4OPS.

Each line ends with the Mulliken charge.
Atoms and positions in Å:
1 C 0.0809 0.4175 1.1820  -0.372
2 C 0.0202 0.7391 -0.3916  0.052
3 C -0.2913 2.2733 -0.7667  -0.943
4 C -1.3711 2.9846 0.2365  -0.816
5 N -2.7185 2.3509 0.1815  0.130
6 C -3.6371 2.8307 1.2398  -0.038
7 I -3.6660 1.2567 2.7989  0.163
8 C -3.2282 4.2191 1.9191  0.102
9 N -2.8241 5.2901 2.3179  -0.516
10 C -5.1769 3.0309 0.7068  0.057
11 C -5.0715 4.2556 -0.3679  0.274
12 N -5.0958 4.9868 -1.3386  -0.536
13 O -5.5462 1.7822 0.1050  -0.235
14 C -6.8576 1.8266 -0.5306  -0.417
15 C -7.8758 0.6665 -0.0705  -0.544
16 C -7.1839 -0.6017 0.6401  -0.796
17 P -6.3620 3.6172 2.1008  0.184
18 S -7.3000 2.1816 3.0154  -0.321
19 H 1.0200 0.8558 1.7087  0.117
20 H 0.1529 -0.7302 1.3061  0.244
21 H -0.8696 0.7338 1.7528  -0.119
22 H -0.6780 0.0218 -0.9804  0.312
23 H 1.0848 0.5139 -0.8093  -0.021
24 H -0.8000 2.2632 -1.8133  0.296
25 H 0.6376 2.9394 -0.8854  0.355
26 H -0.8751 2.9848 1.2675  0.433
27 H -1.4166 4.0890 -0.1305  0.396
28 H -3.1317 2.3938 -0.7620  0.300
29 H -7.4096 2.8256 -0.4407  0.284
30 H -6.6710 1.6656 -1.6671  0.338
31 H -8.5109 0.3883 -0.9896  0.375
32 H -8.6037 1.1209 0.6985  0.228
33 H -8.0504 -1.3202 0.9308  0.325
34 H -6.6145 -0.2543 1.5706  0.108
35 H -6.5429 -1.1747 -0.1185  0.275
36 H -5.7292 4.4640 3.0678  0.187
37 H -7.3640 4.4423 1.4443  0.166
38 C 7.0889 -1.5268 -2.3966  -1.280
39 C 6.2919 -2.8088 -2.5890  -0.439
40 C 4.7857 -2.5770 -2.6983  -0.847
41 C 4.0518 -2.0063 -1.4795  -0.706
42 N 4.1140 -2.8496 -0.1943  0.539
43 C 5.3731 -2.5758 0.6316  -0.451
44 C 5.0409 -1.3383 1.4324  -0.797
45 C 3.6085 -1.5786 1.8619  -0.307
46 C 2.9706 -2.4161 0.7634  -0.513
47 C 3.9584 -4.3253 -0.4931  -1.172
48 H 6.7079 -0.9121 -1.5772  0.268
49 H 8.1331 -1.7630 -2.1785  0.347
50 H 7.0624 -0.9190 -3.3050  0.395
51 H 6.5218 -3.5148 -1.7865  0.221
52 H 6.6366 -3.2956 -3.5067  0.461
53 H 4.3063 -3.5142 -3.0031  0.364
54 H 4.6097 -1.8890 -3.5345  0.470
55 H 2.9931 -1.9361 -1.7457  0.363
56 H 4.3979 -0.9995 -1.2366  0.442
57 H 5.5384 -3.4364 1.2847  0.461
58 H 6.2387 -2.4369 -0.0093  0.184
59 H 5.1073 -0.4353 0.8160  0.235
60 H 5.7095 -1.2018 2.2841  0.514
61 H 3.0680 -0.6411 2.0217  0.178
62 H 3.5847 -2.1283 2.8081  0.361
63 H 2.2134 -1.8714 0.1987  0.253
64 H 2.5189 -3.3150 1.1889  0.186
65 H 4.8185 -4.6713 -1.0647  0.355
66 H 3.0345 -4.4597 -1.0603  0.420
67 H 3.9125 -4.8720 0.4486  0.469

The highest occupied orbital energy is -10.24 eV. The spin multiplicity is 1. Its net charge is +1.

Record 2
The following is a DFT calculation (ωB97M-V/def2-TZVPD) of a molecular structure, C17H16AuCl4O2S2Te.

Each line ends with the Löwdin spin population.
Atoms and positions in Å:
1 Au 1.2950 3.4378 0.3049  0.009
2 Cl 5.4194 -4.3861 1.0166  0.000
3 C 4.3045 -3.0786 0.6935  0.000
4 C 4.4681 -1.8594 1.3326  0.001
5 C 3.5823 -0.8371 1.0709  0.010
6 Cl 3.7828 0.6845 1.8766  0.001
7 C 2.4924 -0.9471 0.1580  0.019
8 O 1.7134 0.0480 -0.0467  0.224
9 C 2.3907 -2.2236 -0.4454  0.002
10 Cl 1.0945 -2.5096 -1.5762  0.031
11 C 3.2667 -3.2669 -0.1957  0.000
12 H 5.2778 -1.7038 2.0316  0.000
13 H 3.1314 -4.2151 -0.6964  0.000
14 C 1.4280 7.7989 -0.0142  0.000
15 O 1.7729 6.4183 -0.0107  0.000
16 C 2.9702 6.0527 -0.4818  0.000
17 S 4.1063 7.1424 -0.9992  0.000
18 S 3.2558 4.3516 -0.4630  0.000
19 H 0.3764 7.8262 0.2608  0.000
20 H 1.5868 8.2354 -0.9994  0.000
21 H 2.0303 8.3460 0.7110  0.000
22 Cl -0.8002 2.6499 1.0389  0.202
23 C -4.8112 -3.8111 0.5568  0.006
24 C -3.7932 -2.7773 0.1575  0.033
25 C -3.8046 -2.2078 -1.1086  -0.003
26 C -2.8652 -1.2555 -1.4883  0.047
27 C -2.9368 -0.6740 -2.8771  0.042
28 C -1.8852 -0.8678 -0.5632  0.087
29 Te -0.4637 0.5663 -1.1459  1.213
30 C -1.8473 -1.4313 0.7172  0.032
31 C -0.7856 -1.0666 1.7168  0.012
32 C -2.8097 -2.3746 1.0518  -0.008
33 H -5.5511 -3.9597 -0.2290  0.000
34 H -5.3349 -3.5121 1.4664  0.002
35 H -4.3318 -4.7713 0.7567  0.002
36 H -4.5639 -2.5098 -1.8223  0.000
37 H -3.7181 -1.1633 -3.4576  0.002
38 H -1.9923 -0.7982 -3.4111  0.016
39 H -3.1547 0.3959 -2.8461  0.013
40 H -0.6278 0.0122 1.7719  0.004
41 H 0.1717 -1.5127 1.4359  0.001
42 H -1.0550 -1.4343 2.7062  0.000
43 H -2.7852 -2.8114 2.0451  -0.001

The highest occupied orbital energy (alpha / beta) is -5.17 / -5.18 eV. The spin multiplicity is 3. Its net charge is -1. As for the expectation value of S²: 2.012.

Record 3
The following is a DFT calculation (ωB97M-V/def2-TZVPD) of 2 unconnected molecules or ions with the total composition C7H13BrSi.

Each line ends with the Mulliken charge.
Atoms and positions in Å:
1 C 3.2617 -2.7386 0.1424  -0.201
2 C 3.6465 -1.6495 -0.2424  0.512
3 C -0.8456 0.6475 -1.9157  -1.139
4 C -0.0531 -1.6529 0.2832  -1.279
5 C -1.7133 1.0606 1.1577  -1.075
6 C 1.4292 1.0807 0.5383  -0.502
7 C 4.0281 -0.4433 -0.7965  -0.729
8 Si -0.3251 0.3650 -0.0133  0.493
9 Br 5.2963 0.6740 0.0836  -0.011
10 H 3.0816 -3.7712 0.1145  0.380
11 H 0.0545 0.5720 -2.4544  0.332
12 H -1.6589 -0.0559 -2.0171  0.306
13 H -1.1922 1.5943 -2.0613  0.399
14 H 0.4435 -2.0299 -0.4854  0.384
15 H 0.6038 -1.7203 1.2362  0.206
16 H -0.9528 -2.0870 0.3179  0.531
17 H -1.7498 0.3522 2.0473  0.273
18 H -1.4749 2.0779 1.2974  0.335
19 H -2.6941 0.9930 0.7292  0.341
20 H 1.6652 2.2138 0.3237  0.310
21 H 1.5802 0.9232 1.5316  0.409
22 H 2.2245 0.6011 -0.1416  -0.275

The highest occupied orbital energy (alpha / beta) is -8.75 / -8.75 eV. The spin multiplicity is 1. The value obtained for the energy relative to the best compared isomer or geometry (same formula, charge and spin) is 413.8 kJ/mol.

Number 1: energy -2116.54145 a.u.. Number 2: energy -3848.82706 a.u.. Number 3: energy -3137.80081 a.u..